[1]
The following is a DFT calculation (wB97M-V/def2-TZVPD) of 2 unconnected molecules or ions with the total composition C2H8Cl2Si2 at a distorted geometry.

The geometry in XYZ format:
```
14
Properties=species:S:1:pos:R:3:lowdin_charge:R:1
C 1.208 0.982 0.233 -0.220
C 0.879 0.087 1.444 -0.511
Si -0.203 -1.503 1.296 0.717
Si -1.354 -0.194 -2.200 -0.284
Cl -1.477 1.832 -2.202 0.189
Cl -3.223 -0.940 -2.294 0.173
H 1.760 0.469 -0.603 0.080
H 0.170 1.191 -0.143 -0.020
H 1.594 1.966 0.545 0.069
H 0.542 0.787 2.246 0.060
H 1.807 -0.298 1.975 0.052
H 0.702 -2.471 2.142 -0.075
H -1.650 -1.436 1.176 -0.142
H -0.754 -0.472 -3.615 -0.088
```

Summary:
Kohn-Sham gap (alpha / beta)   5.900 / 7.579 eV
Max |F|   2.599 eV/A
LUMO (alpha / beta)   -1.649 / -0.835 eV
Relative energy (zero: lowest compared OMol25 entry of this formula, charge and spin)   109.1 kcal per mole
Electronic energy   -43002.375 eV

[2]
The following is a DFT calculation (wB97M-V/def2-TZVPD) of a gas-phase ion, C10H20N3O2 (charge +1) at a distorted geometry.

The geometry in XYZ format:
```
35
Properties=species:S:1:pos:R:3:lowdin_charge:R:1
C 0.931 -0.654 2.590 0.030
C 0.203 0.112 1.471 -0.022
N 0.023 -0.012 0.236 0.040
N 0.902 -0.953 -0.551 0.083
C 2.143 -0.246 -1.021 -0.257
C 3.371 -1.186 -0.888 -0.021
C 2.343 1.055 -0.104 0.029
N 1.513 2.012 -0.337 -0.282
O 1.496 3.108 0.140 0.082
O 0.451 1.775 -1.256 0.036
C -0.630 0.989 -0.717 -0.382
C -1.281 0.204 -1.846 -0.105
C -1.900 -1.192 -1.469 -0.037
C -1.472 1.974 0.031 -0.124
C -2.519 1.400 1.073 -0.063
H 1.618 -0.016 3.138 0.103
H 1.499 -1.533 2.296 0.079
H 0.176 -0.973 3.297 0.097
H -0.558 0.725 1.958 0.120
H 1.110 -1.891 -0.153 0.151
H 1.911 0.229 -2.080 0.177
H 3.268 -1.566 0.064 0.039
H 4.269 -0.572 -0.848 0.094
H 3.310 -1.961 -1.677 0.107
H 3.127 1.256 0.538 0.126
H -0.583 0.188 -2.649 0.118
H -2.023 0.844 -2.117 0.086
H -2.740 -1.313 -2.082 0.056
H -2.340 -1.197 -0.432 0.096
H -1.159 -1.935 -1.726 0.065
H -2.169 2.415 -0.615 0.112
H -0.866 2.720 0.584 0.129
H -2.811 2.459 1.547 0.141
H -2.272 0.777 1.868 0.026
H -3.457 1.103 0.638 0.072
```

Summary:
Kohn-Sham gap   8.675 eV
Max |F|   5.009 eV/A
LUMO   -4.142 eV
Relative energy (zero: lowest compared OMol25 entry of this formula, charge and spin)   177.3 kcal per mole
Charge   +1
SMILES string   C/C=[N+]1\N[C@H](C)C=[N+]([O-])OC1(CC)CC
Electronic energy   -19246.039 eV

[3]
The following is a DFT calculation (wB97M-V/def2-TZVPD) of C12H24N2O in the gas phase at a distorted geometry.

The geometry in XYZ format:
```
39
Properties=species:S:1:pos:R:3:lowdin_charge:R:1
C 4.171 3.976 1.424 -0.127
C 2.920 3.589 0.633 -0.286
C 1.701 3.671 1.530 -0.239
C 0.424 3.785 0.707 -0.217
C 0.231 2.731 -0.392 -0.231
C -0.082 1.410 0.251 -0.219
C -0.373 0.348 -0.835 -0.221
C -0.474 -1.069 -0.277 -0.217
C -0.478 -1.990 -1.494 -0.202
C -0.956 -3.364 -1.086 -0.093
N -2.247 -3.517 -0.846 0.086
N -2.681 -4.781 -0.508 -0.197
C -4.000 -5.163 -0.978 -0.056
C -2.091 -5.636 0.417 -0.291
O -1.047 -5.428 1.038 -0.011
H 5.032 3.985 0.758 0.063
H 4.124 5.008 1.765 0.066
H 4.334 3.306 2.296 0.085
H 3.070 2.531 0.286 0.123
H 2.840 4.284 -0.182 0.102
H 1.791 4.581 2.150 0.117
H 1.743 2.824 2.174 0.097
H 0.422 4.755 0.221 0.106
H -0.408 3.688 1.430 0.113
H 1.147 2.697 -0.992 0.106
H -0.600 3.013 -1.021 0.110
H -0.925 1.514 0.928 0.118
H 0.756 1.105 0.864 0.106
H 0.390 0.367 -1.631 0.118
H -1.321 0.581 -1.325 0.116
H 0.378 -1.300 0.381 0.122
H -1.421 -1.187 0.283 0.120
H 0.521 -2.061 -1.943 0.116
H -1.162 -1.595 -2.252 0.114
H -0.226 -4.172 -0.963 0.122
H -3.906 -6.081 -1.601 0.094
H -4.432 -4.380 -1.561 0.072
H -4.649 -5.375 -0.127 0.081
H -2.513 -6.648 0.477 0.133
```

Summary:
Kohn-Sham gap   9.636 eV
Max |F|   3.096 eV/A
LUMO   0.968 eV
Relative energy (zero: lowest compared OMol25 entry of this formula, charge and spin)   0.0 kcal per mole
SMILES string   CCCCCCCCC/C=N/N(C)C=O
Electronic energy   -17859.617 eV

[4]
The following is a DFT calculation (wB97M-V/def2-TZVPD) of a gas-phase ion, C13H21N2O3 (charge +1) at a distorted geometry.

The geometry in XYZ format:
```
39
Properties=species:S:1:pos:R:3:lowdin_charge:R:1
C -0.944 -2.426 -0.107 -0.072
C -2.170 -1.954 0.669 -0.185
C -3.029 -0.923 -0.065 -0.325
C -3.504 -1.391 -1.433 -0.029
N -2.253 0.350 -0.246 0.071
C -2.221 1.271 0.914 -0.122
C -1.466 2.555 0.576 -0.113
C -0.108 2.295 -0.104 -0.173
O 0.360 1.010 0.284 -0.106
C 1.701 0.724 0.173 -0.245
C 2.133 -0.405 0.871 0.007
C 3.451 -0.798 0.797 0.026
C 4.338 -0.059 0.025 -0.140
N 5.725 -0.472 -0.058 -0.363
O 6.467 0.216 -0.719 0.099
O 6.037 -1.476 0.538 0.098
C 3.917 1.064 -0.670 0.029
C 2.593 1.458 -0.600 0.007
H -1.227 -2.931 -1.026 0.081
H -0.394 -3.139 0.499 0.091
H -0.260 -1.613 -0.348 0.057
H -2.802 -2.816 0.883 0.129
H -1.858 -1.544 1.631 0.112
H -3.900 -0.683 0.553 0.155
H -2.674 -1.523 -2.121 0.089
H -4.014 -2.345 -1.336 0.103
H -4.211 -0.685 -1.863 0.091
H -2.623 0.849 -1.062 0.186
H -1.264 0.103 -0.433 0.144
H -3.243 1.510 1.213 0.143
H -1.722 0.758 1.737 0.136
H -1.312 3.093 1.511 0.130
H -2.064 3.195 -0.074 0.125
H -0.207 2.334 -1.198 0.136
H 0.604 3.068 0.198 0.137
H 1.429 -0.952 1.477 0.118
H 3.809 -1.664 1.332 0.128
H 4.630 1.618 -1.261 0.129
H 2.275 2.327 -1.153 0.115
```

Summary:
Kohn-Sham gap   9.501 eV
Max |F|   1.114 eV/A
LUMO   -2.869 eV
Relative energy (zero: lowest compared OMol25 entry of this formula, charge and spin)   31.9 kcal per mole
Charge   +1
SMILES string   CC[C@H](C)[NH2+]CCCOc1ccc([N+](=O)[O-])cc1
Electronic energy   -22935.569 eV

[5]
The following is a DFT calculation (wB97M-V/def2-TZVPD) of 2 unconnected molecules or ions with the total composition C17H36O4Si at a distorted geometry.

The geometry in XYZ format:
```
58
Properties=species:S:1:pos:R:3:lowdin_charge:R:1
C 3.305 -4.033 2.186 -0.001
C 2.563 -4.480 0.834 -0.401
O 3.311 -4.800 -0.132 0.046
O 1.128 -4.559 0.706 -0.079
C 0.706 -3.143 0.587 -0.190
C -0.873 -3.025 0.385 -0.157
C -1.414 -1.570 -0.014 -0.260
C -0.293 -0.487 -0.403 -0.334
Si 0.359 0.540 1.121 0.674
C 2.124 -0.187 1.496 -0.349
C 3.257 0.946 1.683 -0.207
C 4.662 0.285 1.186 -0.190
O 4.728 0.542 -0.241 -0.086
C 5.681 -0.320 -0.865 -0.396
C 5.338 -1.708 -1.575 -0.003
O 6.891 0.025 -0.840 0.057
H 3.576 -4.973 2.773 0.096
H 4.278 -3.504 1.867 0.090
H 2.694 -3.290 2.813 0.073
H 0.936 -2.686 1.624 0.113
H 1.340 -2.703 -0.250 0.120
H -1.240 -3.865 -0.318 0.125
H -1.346 -3.283 1.409 0.121
H -2.070 -1.710 -0.957 0.108
H -2.138 -1.131 0.772 0.095
H -0.829 0.304 -1.059 0.067
H 0.558 -0.889 -1.054 0.073
H -0.498 0.175 2.253 -0.033
H 0.399 1.980 0.845 -0.036
H 2.112 -0.928 2.369 0.064
H 2.445 -0.803 0.571 0.067
H 3.318 1.226 2.798 0.118
H 2.999 1.831 1.014 0.099
H 5.531 0.724 1.783 0.133
H 4.550 -0.842 1.412 0.122
H 5.871 -1.730 -2.594 0.098
H 5.727 -2.609 -0.989 0.096
H 4.226 -1.862 -1.789 0.081
C -4.373 3.408 -3.441 -0.113
C -4.357 2.190 -2.527 -0.274
C -5.248 2.346 -1.293 -0.229
C -4.853 3.479 -0.341 -0.228
C -3.427 3.403 0.207 -0.265
C -3.172 2.162 1.051 -0.114
H -3.982 4.295 -2.938 0.066
H -3.750 3.226 -4.320 0.070
H -5.387 3.623 -3.786 0.076
H -3.327 1.966 -2.230 0.092
H -4.707 1.323 -3.098 0.105
H -5.259 1.398 -0.746 0.100
H -6.281 2.515 -1.621 0.110
H -5.557 3.485 0.499 0.110
H -4.984 4.442 -0.847 0.101
H -3.249 4.288 0.828 0.107
H -2.700 3.449 -0.609 0.099
H -3.864 2.117 1.896 0.081
H -2.154 2.181 1.447 0.032
H -3.282 1.246 0.464 0.058
```

Summary:
Kohn-Sham gap   10.613 eV
Max |F|   5.025 eV/A
LUMO   0.580 eV
SMILES string   CC(=O)OCCCC[SiH2]CCCOC(C)=O.CCCCCC
Electronic energy   -34277.258 eV

[6]
The following is a DFT calculation (wB97M-V/def2-TZVPD) of 14 unconnected molecules or ions with the total composition C4H35O14S at a distorted geometry.

The geometry in XYZ format:
```
54
Properties=species:S:1:pos:R:3:lowdin_charge:R:1
C -2.872 1.242 -1.966 -0.242
O -2.870 -0.114 -2.419 -0.077
C -3.043 1.298 -0.447 -0.168
C -1.721 1.737 0.257 -0.286
C -1.688 3.240 0.411 -0.546
S -0.164 3.799 1.306 0.677
H -3.708 1.761 -2.432 0.114
H -1.924 1.678 -2.271 0.095
H -3.795 2.000 -0.109 0.098
H -3.457 0.408 0.013 0.096
H -1.747 1.244 1.226 0.080
H -0.871 1.412 -0.333 0.093
H -2.554 3.629 0.922 0.062
H -1.556 3.743 -0.538 0.062
H -0.363 2.964 2.342 -0.147
H 1.997 -1.086 -0.605 -0.005
H 0.495 -0.945 -0.092 -0.017
O 1.078 -1.183 -0.857 -0.090
H -2.636 -0.302 3.937 0.045
H -1.655 -0.712 2.966 0.005
O -2.624 -0.768 3.088 -0.068
H 1.177 -0.187 1.429 -0.003
H 2.487 0.448 0.745 0.007
O 2.188 0.000 1.545 -0.136
H 4.632 1.922 1.443 0.029
H 3.706 1.324 2.458 -0.001
O 4.496 1.881 2.395 -0.071
H 1.531 0.253 3.990 0.023
H 0.462 -0.629 3.666 -0.006
O 1.002 -0.422 4.446 -0.072
H -2.585 -0.694 -1.708 0.052
H -0.842 -3.114 0.333 -0.013
O -0.326 -3.864 0.670 -0.072
H 3.252 -1.680 1.327 0.031
H 4.278 -2.699 0.812 0.044
O 3.879 -1.847 0.604 -0.064
H 0.268 -3.986 -0.081 0.025
H -1.787 -1.140 0.646 -0.002
O -2.422 -1.858 0.369 -0.089
H 0.197 -1.156 -2.950 0.007
H 1.483 -1.676 -3.429 -0.009
O 0.686 -1.238 -3.781 -0.076
H 1.971 2.124 -0.615 0.016
H 1.470 0.963 -1.523 0.015
O 2.233 1.520 -1.319 -0.058
H 2.260 -3.123 -2.441 0.042
H 3.344 -2.349 -1.630 0.018
O 2.982 -2.494 -2.513 -0.050
H -1.561 0.597 -4.511 0.022
H -0.206 1.036 -4.176 0.014
O -0.954 1.323 -4.719 -0.074
H -3.018 -1.979 1.112 0.037
H -0.349 -1.597 1.679 -0.012
O -0.256 -0.703 1.328 -0.355
```

Summary:
Kohn-Sham gap   9.481 eV
Max |F|   1.548 eV/A
LUMO   2.508 eV
Charge   -1
Electronic energy   -44219.412 eV

[7]
The following is a DFT calculation (wB97M-V/def2-TZVPD) of C13H11F3N4O2 in the gas phase at a distorted geometry.

The geometry in XYZ format:
```
33
Properties=species:S:1:pos:R:3:lowdin_charge:R:1
N 3.032 0.425 4.445 0.177
C 2.745 0.077 3.391 -0.165
C 2.475 -0.524 2.120 -0.122
C 3.203 -1.646 1.722 0.002
C 2.960 -2.159 0.480 -0.003
C 1.946 -1.642 -0.368 -0.115
C 1.755 -2.118 -1.824 -0.527
F 0.797 -1.498 -2.523 0.150
F 1.534 -3.442 -1.830 0.151
F 2.908 -1.814 -2.527 0.106
N 1.229 -0.606 0.065 0.213
C 1.473 -0.022 1.251 -0.229
O 0.807 1.089 1.648 0.039
C -0.224 1.526 0.747 -0.237
C -0.513 2.981 1.068 -0.140
C 0.585 3.881 0.620 -0.309
N 0.528 4.084 -0.814 -0.013
C -1.469 0.677 0.982 -0.198
C -2.242 0.107 0.039 -0.037
C -3.216 -0.704 0.669 -0.118
N -3.035 -0.592 1.957 0.064
O -1.962 0.291 2.228 0.009
H 3.997 -2.044 2.384 0.146
H 3.594 -2.961 0.141 0.119
H 0.074 1.417 -0.300 0.149
H -0.636 3.136 2.156 0.142
H -1.434 3.291 0.591 0.124
H 0.513 4.858 1.120 0.111
H 1.589 3.542 0.939 0.120
H -0.439 3.972 -1.179 0.083
H 0.966 4.950 -1.114 0.070
H -2.116 0.275 -1.028 0.119
H -3.962 -1.344 0.208 0.119
```

Summary:
Kohn-Sham gap   8.788 eV
Max |F|   2.514 eV/A
LUMO   -0.538 eV
Relative energy (zero: lowest compared OMol25 entry of this formula, charge and spin)   0.0 kcal per mole
SMILES string   N#Cc1ccc(C(F)(F)F)nc1O[C@H](CCN)c1ccno1
Electronic energy   -31865.220 eV

> Which of these has the lowest max |F|?

C13H21N2O3